Computed, not measured: C15H34AlBr2NO11 as an isolated structure at a distorted geometry, with wB97M-V/def2-TZVPD.

The value obtained for the HOMO-LUMO gap is 1.1 eV. As for the charge: +2. The maximum force is 0.1226 Eh/bohr. Its HOMO energy is -12.281 eV. Its LUMO energy is -11.17 eV. The value obtained for the total energy is -186770.706 eV.

Atoms and positions in Å:
Al1 7.679 10.935 14.322
O1 9.957 6.834 10.992
C1 9.189 7.297 10.180
O2 8.186 7.885 9.729
O3 5.978 10.445 13.385
H1 17.567 15.512 9.265
Br1 12.202 2.939 8.764
C2 11.328 4.454 7.980
C3 9.813 4.255 8.006
Br2 8.911 5.712 7.091
H2 11.675 4.457 6.923
H3 11.641 5.313 8.563
H4 9.394 4.244 9.015
H5 9.564 3.276 7.538
C4 8.900 9.902 12.535
O4 9.418 10.451 13.735
H6 8.969 8.839 12.348
H7 7.824 10.205 12.242
H8 9.434 10.212 11.635
H9 6.323 12.750 8.001
C5 6.738 13.535 9.787
O5 5.906 12.776 8.902
H10 7.456 13.055 10.439
H11 7.369 14.174 9.161
H12 6.057 14.233 10.251
H13 5.359 12.033 9.223
C6 8.295 11.310 7.491
O6 8.883 10.749 8.601
H14 8.331 12.430 7.525
H15 8.677 10.882 6.556
H16 7.185 11.077 7.445
H17 8.510 9.868 8.740
C7 8.398 13.589 13.117
O7 7.294 12.711 13.784
H18 8.282 13.887 12.093
H19 8.469 14.504 13.588
H20 9.315 13.048 13.255
H21 6.508 12.751 13.177
C8 8.110 9.974 17.216
O8 8.200 10.834 16.054
H22 7.702 9.015 16.826
H23 9.018 9.873 17.779
H24 7.287 10.304 17.824
H25 9.160 11.111 16.053
C9 14.412 13.141 17.048
O9 15.029 14.109 16.200
H26 14.524 13.483 18.075
H27 13.390 12.872 16.879
H28 15.082 12.247 16.893
H29 14.707 13.977 15.304
C10 16.484 9.495 10.397
C11 16.811 9.545 11.732
C12 15.846 9.624 12.676
C13 14.547 9.488 12.286
C14 14.173 9.331 10.955
C15 15.151 9.303 10.015
N1 13.443 9.699 13.274
O10 13.777 10.065 14.339
O11 12.315 9.429 12.963
H30 17.245 9.684 9.653
H31 17.858 9.665 11.999
H32 16.022 9.914 13.705
H33 13.134 9.421 10.660
H34 14.849 9.343 8.943

Atom charges from the natural (NBO) analysis, given in e for atoms 1 to 4: 2.04, -0.47, 1.03, -0.57

Computed, not measured: a 3-piece molecular cluster, C15H34ClN2O6 overall, with wB97M-V/def2-TZVPD.

The value obtained for the HOMO-LUMO gap is 5.3 eV. As for the charge: -1. The maximum force is 0.0069 Eh/bohr. Its HOMO energy is -2.646 eV. Its LUMO energy is 2.63 eV. The value obtained for the total energy is -43889.789 eV.

Atoms and positions in Å:
C1 -0.593 -5.112 -3.630
C2 0.092 -4.063 -2.784
N1 0.434 -4.372 -1.599
C3 0.308 -2.666 -3.368
N2 -0.580 -1.761 -2.665
Cl1 0.223 -0.175 -2.589
H1 -1.313 -5.665 -3.025
H2 0.148 -5.821 -4.016
H3 -1.099 -4.654 -4.482
H4 0.837 -3.534 -1.171
H5 0.139 -2.718 -4.467
H6 1.372 -2.413 -3.237
C4 -4.860 -2.913 4.775
O1 -4.601 -2.455 3.476
C5 -4.170 -1.106 3.448
C6 -3.429 -0.779 2.172
O2 -2.102 -1.252 2.139
C7 -1.913 -2.619 1.784
C8 -2.056 -2.906 0.310
O3 -3.437 -2.936 -0.051
C9 -3.624 -2.683 -1.431
H7 -5.683 -2.360 5.247
H8 -5.140 -3.963 4.702
H9 -3.972 -2.826 5.415
H10 -3.510 -0.905 4.303
H11 -5.045 -0.443 3.526
H12 -3.344 0.311 2.132
H13 -3.997 -1.112 1.300
H14 -2.568 -3.268 2.373
H15 -0.878 -2.833 2.058
H16 -1.600 -3.878 0.090
H17 -1.521 -2.156 -0.284
H18 -3.182 -1.732 -1.735
H19 -4.702 -2.678 -1.609
H20 -3.157 -3.458 -2.048
C10 6.630 4.605 0.616
O4 5.236 4.446 0.651
C11 4.542 5.677 0.604
C12 3.112 5.489 0.151
O5 2.970 5.290 -1.241
C13 3.214 3.974 -1.728
C14 2.077 3.009 -1.497
O6 2.043 2.589 -0.148
C15 0.763 2.095 0.214
H21 6.999 5.152 1.494
H22 7.071 3.610 0.611
H23 6.949 5.140 -0.286
H24 5.046 6.369 -0.084
H25 4.535 6.133 1.605
H26 2.590 6.427 0.359
H27 2.632 4.690 0.721
H28 4.144 3.572 -1.321
H29 3.331 4.094 -2.807
H30 2.207 2.139 -2.156
H31 1.131 3.493 -1.770
H32 0.007 2.886 0.126
H33 0.819 1.771 1.251
H34 0.473 1.256 -0.423

Atom charges from the natural (NBO) analysis, given in e for atoms 1 to 4: -0.68, 0.34, -0.67, -0.33

Computed, not measured: C15H34CrNO2P2Si as an isolated structure at a distorted geometry, with wB97M-V/def2-TZVPD.

The value obtained for the HOMO-LUMO gap (spin up / spin down) is 6.9 / 7.6 eV. As for the charge: +1. The maximum force is 0.0714 Eh/bohr. Its HOMO energy (spin up / spin down) is -9.755 / -10.567 eV. Its LUMO energy (spin up / spin down) is -2.84 / -3.01 eV. Its multiplicity is 5. The value obtained for the total energy is -76563.288 eV.

Atoms and positions in Å:
Cr1 0.034 0.354 0.112
P1 -2.293 0.179 -0.287
C1 -2.264 0.587 -2.089
C2 -0.923 0.982 -2.619
N1 0.165 0.823 -1.834
C3 1.415 1.153 -2.236
C4 1.605 1.792 -3.461
C5 0.492 2.007 -4.251
C6 -0.756 1.591 -3.866
C7 2.686 0.820 -1.365
P2 2.274 -0.645 -0.324
H1 -1.650 1.798 -4.425
H2 2.623 2.010 -3.740
H3 0.625 2.543 -5.167
H4 3.576 0.593 -2.001
H5 2.909 1.679 -0.682
H6 -2.700 -0.222 -2.684
H7 -3.036 1.409 -2.191
H8 -1.248 -2.806 -3.027
O1 -1.855 -3.118 -3.731
H9 -1.501 -2.603 -4.508
H10 1.066 -3.168 -0.490
O2 0.118 -2.800 -0.304
H11 -0.393 -3.684 -0.305
C8 2.952 -1.979 -1.469
H12 3.844 -1.652 -2.065
H13 3.308 -2.900 -0.941
H14 2.210 -2.321 -2.225
C9 3.555 -0.771 1.013
H15 3.211 -1.557 1.714
H16 4.595 -1.017 0.697
H17 3.565 0.150 1.634
C10 -3.401 1.497 0.297
H18 -4.358 1.399 -0.243
H19 -3.553 1.501 1.385
H20 -2.956 2.461 0.015
C11 -3.202 -1.385 -0.049
H21 -3.458 -1.523 1.011
H22 -4.113 -1.385 -0.663
H23 -2.605 -2.255 -0.333
C12 1.345 -0.572 3.744
Si1 -0.034 0.633 3.319
C13 -1.658 -0.322 3.285
C14 -0.103 1.990 4.622
C15 0.315 1.586 1.730
H24 1.216 -0.905 4.782
H25 2.328 -0.095 3.658
H26 1.346 -1.456 3.098
H27 -1.845 -0.716 4.295
H28 -2.505 0.316 3.001
H29 -1.637 -1.175 2.593
H30 0.814 2.591 4.560
H31 -0.959 2.649 4.423
H32 -0.193 1.544 5.621
H33 -0.358 2.441 1.426
H34 1.364 1.955 1.544

Atom charges from the natural (NBO) analysis, given in e for atoms 1 to 4: 1.02, 0.88, -0.76, 0.24

Computed, not measured: C15H34MnN2O3S as an isolated structure at a distorted geometry, with wB97M-V/def2-TZVPD.

The value obtained for the HOMO-LUMO gap (spin up / spin down) is 7.7 / 7.5 eV. As for the charge: +2. The maximum force is 0.0471 Eh/bohr. Its HOMO energy (spin up / spin down) is -15.314 / -15.311 eV. Its LUMO energy (spin up / spin down) is -7.64 / -7.82 eV. Its multiplicity is 6. Its energy above the lowest of the compared OMol25 structures with the same formula, charge and spin is 0.00 kcal per mole. The value obtained for the total energy is -67369.953 eV.

Atoms and positions in Å:
Mn1 -2.323 0.726 -1.257
C1 -2.949 3.097 0.819
O1 -2.394 2.936 -0.507
C2 -1.104 3.554 -0.653
C3 -0.674 3.393 -2.077
O2 -0.541 1.994 -2.328
C4 -0.411 1.649 -3.705
C5 -0.644 0.172 -3.795
O3 -2.025 -0.056 -3.467
C6 -2.365 -1.451 -3.281
H1 -2.879 4.139 1.126
H2 -3.999 2.820 0.762
H3 -2.421 2.468 1.539
H4 -1.175 4.616 -0.414
H5 -0.393 3.074 0.027
H6 -1.425 3.817 -2.751
H7 0.281 3.898 -2.236
H8 -1.157 2.188 -4.297
H9 0.589 1.896 -4.067
H10 -0.432 -0.189 -4.801
H11 -0.007 -0.346 -3.070
H12 -1.713 -2.091 -3.873
H13 -2.275 -1.735 -2.223
H14 -3.390 -1.585 -3.616
C7 3.586 -0.057 2.270
C8 4.031 0.737 1.042
C9 2.923 0.997 0.019
C10 2.515 -0.217 -0.820
N1 1.823 -1.309 -0.115
C11 0.555 -1.333 0.279
S1 -0.315 0.164 0.441
N2 0.035 -2.495 0.655
C12 -1.333 -2.779 1.094
C13 -1.387 -3.458 2.465
C14 -1.248 -2.516 3.663
C15 0.099 -1.801 3.766
H15 4.388 -0.092 3.006
H16 3.329 -1.087 2.019
H17 2.716 0.406 2.742
H18 4.865 0.225 0.553
H19 4.407 1.706 1.374
H20 3.271 1.744 -0.700
H21 2.047 1.407 0.522
H22 3.411 -0.651 -1.260
H23 1.858 0.121 -1.625
H24 2.347 -2.167 -0.020
H25 0.643 -3.304 0.645
H26 -1.783 -3.446 0.355
H27 -1.886 -1.844 1.108
H28 -0.609 -4.226 2.513
H29 -2.350 -3.966 2.536
H30 -1.388 -3.114 4.564
H31 -2.054 -1.776 3.640
H32 0.927 -2.512 3.697
H33 0.179 -1.294 4.727
H34 0.224 -1.044 2.990

Atom charges from the Mulliken analysis, given in e for atoms 1 to 4: 1.09, -0.75, -0.38, -0.63